Entry w
A cluster of 6 separate species, C18H18F6O18 in total, computed with wB97M-V/def2-TZVPD.

```
60
Properties=species:S:1:pos:R:3
O 0.00 3.76 3.32
C 0.09 4.97 3.24
O -0.83 5.69 2.59
C -0.78 7.05 3.05
C 0.69 7.16 3.48
F 0.76 8.06 4.50
O 0.96 5.79 3.79
H -1.14 7.74 2.28
H -1.53 7.20 3.82
H 1.30 7.56 2.68
O 2.01 5.55 0.73
C 2.51 4.46 0.30
O 2.40 4.02 -0.96
C 2.86 2.75 -1.01
C 3.98 2.84 -0.01
F 5.08 3.30 -0.63
O 3.41 3.78 0.88
H 2.21 1.91 -0.74
H 3.27 2.73 -2.01
H 4.23 1.94 0.56
O 3.48 -1.93 0.60
C 2.57 -2.62 1.11
O 1.84 -3.59 0.47
C 0.99 -4.21 1.35
C 1.69 -3.93 2.70
F 2.60 -4.77 3.28
O 2.28 -2.64 2.44
H 0.02 -3.71 1.35
H 0.65 -5.25 1.25
H 0.86 -3.78 3.39
O -3.61 -6.72 -2.90
C -2.49 -6.26 -2.58
O -2.34 -5.19 -2.02
C -1.12 -4.58 -2.31
C -0.30 -5.94 -2.18
F 0.01 -6.21 -0.92
O -1.28 -6.86 -2.73
H -0.99 -4.30 -3.36
H -1.01 -3.77 -1.58
H 0.59 -5.96 -2.80
O -3.44 -3.82 -4.94
C -3.37 -2.75 -4.45
O -2.72 -1.73 -4.90
C -2.82 -0.58 -4.05
C -3.25 -1.24 -2.81
F -3.98 -0.55 -2.05
O -4.03 -2.32 -3.40
H -1.89 -0.12 -3.72
H -3.64 0.09 -4.33
H -2.44 -1.70 -2.25
O -0.51 -1.53 -0.02
C -0.51 -0.47 0.55
O 0.58 0.00 1.14
C 0.26 1.20 1.77
C -1.11 1.63 1.37
F -0.98 2.50 0.39
O -1.59 0.45 0.67
H 0.27 0.84 2.80
H 0.95 2.03 1.64
H -1.71 2.08 2.16
```

For the HOMO energy, the calculation gives -0.3825 Eh. As for the LUMO energy: 0.060 eV. As for the frontier orbital gap: 10.47 eV. The structure (SMILES) is O=C1OC[C@@H](F)O1.O=C1OC[C@@H](F)O1.O=C1OC[C@@H](F)O1.O=C1OC[C@@H](F)O1.O=C1OC[C@@H](F)O1.O=C1OC[C@@H](F)O1.

Here are the natural (NBO) charges for atoms 1 to 8, given in e: number 1, O, carries -0.63; number 2, C, carries 1.01; number 3, O, carries -0.49; number 4, C, carries -0.13; number 5, C, carries 0.45; number 6, F, carries -0.32; number 7, O, carries -0.48; number 8, H, carries 0.21

Entry x
A cluster of 6 separate species, C18H18F6O18 in total, computed with wB97M-V/def2-TZVPD.

```
60
Properties=species:S:1:pos:R:3
O -5.19 -2.43 -25.76
C -4.94 -1.27 -25.66
O -5.84 -0.29 -25.35
C -5.15 0.96 -25.43
C -3.70 0.49 -25.17
F -3.55 0.27 -23.83
O -3.72 -0.72 -25.85
H -5.22 1.39 -26.44
H -5.57 1.68 -24.75
H -3.00 1.25 -25.52
O -9.82 -10.89 -20.42
C -9.67 -10.03 -21.23
O -9.27 -10.22 -22.51
C -8.91 -8.96 -23.06
C -9.71 -8.00 -22.20
F -10.95 -7.73 -22.72
O -9.82 -8.70 -20.99
H -7.83 -8.79 -22.90
H -9.13 -8.95 -24.12
H -9.24 -7.03 -22.11
O -9.35 -6.06 -24.60
C -9.26 -4.95 -25.02
O -8.15 -4.19 -24.89
C -8.45 -2.88 -25.42
C -9.75 -3.11 -26.22
F -9.56 -3.59 -27.47
O -10.28 -4.15 -25.40
H -8.66 -2.28 -24.54
H -7.60 -2.44 -25.94
H -10.42 -2.26 -26.22
O -2.60 -7.62 -24.98
C -3.52 -6.89 -24.80
O -4.39 -6.47 -25.72
C -5.41 -5.66 -25.10
C -4.92 -5.50 -23.65
F -5.89 -5.89 -22.77
O -3.87 -6.43 -23.56
H -5.36 -4.76 -25.71
H -6.40 -6.09 -25.23
H -4.61 -4.47 -23.45
O -12.61 1.31 -24.84
C -12.86 0.26 -24.35
O -13.66 -0.70 -24.89
C -13.75 -1.79 -23.95
C -12.56 -1.53 -23.05
F -11.49 -2.21 -23.58
O -12.31 -0.17 -23.18
H -14.72 -1.73 -23.45
H -13.60 -2.75 -24.43
H -12.77 -1.85 -22.03
O -7.14 -0.18 -28.09
C -8.16 0.36 -27.86
O -9.32 0.14 -28.51
C -10.36 0.90 -27.86
C -9.73 1.06 -26.49
F -9.98 -0.06 -25.72
O -8.39 1.20 -26.80
H -10.34 1.87 -28.36
H -11.31 0.37 -27.78
H -10.20 1.91 -25.99
```

For the HOMO energy, the calculation gives -0.4031 Eh. As for the LUMO energy: 0.077 eV. As for the frontier orbital gap: 11.05 eV. The structure (SMILES) is O=C1OC[C@@H](F)O1.O=C1OC[C@@H](F)O1.O=C1OC[C@@H](F)O1.O=C1OC[C@@H](F)O1.O=C1OC[C@@H](F)O1.O=C1OC[C@@H](F)O1.

Here are the natural (NBO) charges for atoms 1 to 8, given in e: number 1, O, carries -0.58; number 2, C, carries 0.99; number 3, O, carries -0.49; number 4, C, carries -0.12; number 5, C, carries 0.43; number 6, F, carries -0.34; number 7, O, carries -0.48; number 8, H, carries 0.20

Stability, highest: entry x

Entry w
The molecule C18H20N2O3, computed with wB97M-V/def2-TZVPD.

```
43
Properties=species:S:1:pos:R:3
N -1.31 -2.67 1.20
C -1.29 -2.01 -0.08
C -2.70 -2.03 -0.71
C -3.65 -0.89 -0.42
C -3.49 0.33 -1.09
C -4.26 1.43 -0.66
C -5.24 1.26 0.31
C -5.59 -0.05 0.76
C -4.75 -1.09 0.46
C -0.54 -0.67 -0.22
O -0.84 0.13 -1.09
N 0.55 -0.38 0.57
C 1.27 0.86 0.47
C 2.22 0.74 -0.78
C 3.54 0.07 -0.43
C 4.55 0.93 0.14
C 5.83 0.48 0.52
C 6.15 -0.84 0.23
C 5.17 -1.74 -0.21
C 3.90 -1.34 -0.53
C 0.50 2.18 0.37
O 0.94 3.02 -0.37
O -0.63 2.42 1.05
H -0.33 -2.72 1.50
H -1.92 -2.21 1.87
H -0.63 -2.56 -0.73
H -3.16 -2.98 -0.78
H -2.49 -1.93 -1.84
H -2.77 0.48 -1.82
H -4.17 2.42 -1.15
H -5.86 2.10 0.58
H -6.37 -0.11 1.54
H -4.80 -2.06 0.98
H 0.66 -0.95 1.40
H 1.95 1.01 1.36
H 2.46 1.77 -1.03
H 1.72 0.25 -1.54
H 4.23 1.98 0.20
H 6.53 1.14 0.96
H 7.11 -1.18 0.59
H 5.46 -2.83 -0.34
H 3.20 -2.11 -0.84
H -1.00 1.60 1.35
```

For the HOMO energy, the calculation gives -0.3256 Eh. As for the LUMO energy: 0.227 eV. As for the frontier orbital gap: 9.09 eV. The structure (SMILES) is N[C@@H](Cc1ccccc1)C(=O)N[C@@H](Cc1ccccc1)C(=O)O.

Here are the natural (NBO) charges for atoms 1 to 8, given in e: number 1, N, carries -0.81; number 2, C, carries -0.13; number 3, C, carries -0.43; number 4, C, carries -0.04; number 5, C, carries -0.18; number 6, C, carries -0.21; number 7, C, carries -0.21; number 8, C, carries -0.22

Entry x
The molecule C18H20N2O3, computed with wB97M-V/def2-TZVPD.

```
43
Properties=species:S:1:pos:R:3
C 1.27 4.53 0.97
C 0.37 3.84 -0.05
C 1.15 2.82 -0.88
C 1.54 1.60 -0.08
O 1.02 1.29 0.97
N 2.52 0.87 -0.67
C 2.99 -0.39 -0.25
C 4.35 -0.65 -0.35
C 4.89 -1.83 0.13
C 4.07 -2.77 0.73
C 2.71 -2.54 0.79
C 2.14 -1.38 0.28
N 0.75 -1.26 0.30
C -0.03 -0.70 -0.66
O 0.39 -0.33 -1.74
C -1.47 -0.64 -0.29
C -1.89 -0.32 1.00
C -3.23 -0.24 1.29
C -4.19 -0.50 0.31
O -5.49 -0.42 0.72
C -6.51 -0.65 -0.22
C -3.78 -0.79 -0.98
C -2.43 -0.85 -1.28
H 1.70 3.80 1.65
H 0.70 5.25 1.55
H 2.08 5.06 0.47
H -0.08 4.58 -0.71
H -0.42 3.31 0.48
H 0.53 2.46 -1.71
H 2.04 3.29 -1.31
H 2.96 1.24 -1.50
H 4.99 0.10 -0.79
H 5.96 -2.00 0.04
H 4.49 -3.68 1.13
H 2.06 -3.29 1.23
H 0.29 -1.68 1.10
H -1.15 -0.08 1.76
H -3.57 0.01 2.29
H -6.47 0.08 -1.04
H -7.44 -0.53 0.32
H -6.45 -1.66 -0.64
H -4.50 -0.98 -1.77
H -2.10 -1.07 -2.28
```

For the HOMO energy, the calculation gives -0.3078 Eh. As for the LUMO energy: 0.821 eV. As for the frontier orbital gap: 9.20 eV. The structure (SMILES) is CCCC(=O)Nc1ccccc1NC(=O)c1ccc(OC)cc1.

Here are the natural (NBO) charges for atoms 1 to 8, given in e: number 1, C, carries -0.61; number 2, C, carries -0.39; number 3, C, carries -0.51; number 4, C, carries 0.71; number 5, O, carries -0.64; number 6, N, carries -0.60; number 7, C, carries 0.11; number 8, C, carries -0.20

Stability, highest: entry x